[1]
47
Properties=species:S:1:pos:R:3:forces:R:3:lowdin_charge:R:1 method="wB97M-V/def2-TZVPD" gap_ha=0.3647 smiles="CNC(C)=O.CNC(C)=O.CNC(C)=O.c1ccncc1" e_above_lowest_kj_mol=32.6 max_force_ha_per_bohr=0.01575 energy_ha=-993.8377 homo_ev=-9.6
C -3.428127 10.149770 2.255465 -0.305 0.695 0.086 -0.005
C -2.064935 9.869649 1.683392 -0.092 0.021 -0.008 -0.563
O -1.219379 9.238054 2.290629 0.025 -0.174 -0.097 0.038
N -1.828465 10.391610 0.451828 0.256 0.048 -0.002 0.001
C -0.552378 10.218303 -0.198420 0.227 0.123 -0.768 -0.079
H -4.156532 10.486209 1.515388 0.069 -0.205 -0.114 0.073
H -3.328472 10.988290 2.952599 0.060 -0.186 0.105 0.089
H -3.826214 9.301071 2.801209 0.139 -0.116 -0.005 0.082
H -2.478213 11.027026 0.025820 -0.174 -0.106 0.154 0.128
H -0.278768 9.165947 -0.236095 0.052 -0.007 0.192 0.068
H 0.270613 10.799644 0.222062 -0.134 -0.114 0.383 0.088
H -0.645452 10.559771 -1.232089 -0.114 -0.074 0.045 0.084
C -7.357287 5.171020 0.368983 0.207 -0.284 0.050 -0.002
C -7.255607 4.567354 -1.013654 -0.130 0.746 -0.262 -0.560
O -8.188039 4.000320 -1.547356 -0.019 -0.436 0.067 0.049
N -6.062031 4.729199 -1.648883 0.018 -0.002 0.117 0.000
C -5.792942 4.089741 -2.907906 0.197 -0.343 -0.628 -0.095
H -8.367600 5.523022 0.549924 -0.046 0.015 -0.082 0.080
H -6.636929 5.969808 0.540193 0.008 0.005 -0.011 0.071
H -7.146437 4.365876 1.077369 -0.011 0.103 0.060 0.088
H -5.393753 5.395523 -1.303018 0.020 -0.178 0.233 0.113
H -4.775363 4.325768 -3.217513 -0.022 0.091 0.035 0.066
H -6.464208 4.376274 -3.720846 -0.107 0.235 0.199 0.085
H -5.860686 3.001257 -2.846481 -0.060 0.038 0.242 0.089
C 3.129252 3.768858 -0.274117 -0.340 -0.121 -0.319 -0.001
C 3.021458 3.924604 1.224544 0.234 -0.031 0.004 -0.553
O 4.009210 3.956590 1.936798 -0.054 -0.093 -0.019 0.040
N 1.756315 3.960274 1.720937 0.287 -0.034 -0.295 0.002
C 1.499381 3.842985 3.131725 -0.434 0.066 0.253 -0.073
H 2.174059 3.933606 -0.779804 0.095 0.166 0.009 0.054
H 3.410346 2.741521 -0.514270 0.089 -0.004 0.215 0.088
H 3.900527 4.413370 -0.686561 -0.015 0.116 0.094 0.083
H 0.994648 4.098751 1.080418 -0.061 -0.141 0.043 0.099
H 1.259489 4.800358 3.600656 0.061 0.027 -0.031 0.083
H 2.380044 3.434670 3.616116 0.064 -0.007 -0.021 0.082
H 0.654423 3.168025 3.285232 0.067 0.027 0.064 0.084
N -2.637480 5.154750 0.038470 -0.210 -0.472 0.296 0.055
C -2.236816 4.778257 -1.168853 0.042 0.403 -0.284 -0.154
C -1.006002 5.143138 -1.708167 -0.279 -0.305 0.025 -0.063
C -0.120541 5.840043 -0.904621 0.415 0.016 0.149 -0.098
C -0.493275 6.160690 0.390386 -0.499 -0.054 0.316 -0.090
C -1.770490 5.795974 0.809536 0.190 0.301 -0.013 -0.145
H -2.957620 4.186857 -1.723875 0.109 0.046 -0.165 0.088
H -0.758106 4.870549 -2.725072 0.069 -0.058 0.035 0.103
H 0.877964 6.078708 -1.254024 -0.105 0.136 -0.106 0.107
H 0.127421 6.688855 1.102296 0.216 0.021 -0.211 0.109
H -2.104370 6.038420 1.812371 -0.005 0.099 -0.029 0.109

=====

[2]
51
Properties=species:S:1:pos:R:3:forces:R:3:lowdin_charge:R:1 method="wB97M-V/def2-TZVPD" gap_ha=0.3594 smiles="CNC(=O)[C@H](CC(N)=O)NC(C)=O.N[C@H](CCCCC(=O)O)C(=O)O" e_above_lowest_kj_mol=0.0 max_force_ha_per_bohr=0.04259 energy_ha=-1294.8634 homo_ev=-9.3
O -0.683547 4.110623 -3.480396 -0.201 -0.238 0.450 0.074
O -1.516210 -3.046575 4.569942 0.709 -0.531 0.805 0.088
O 2.336380 -1.167545 -1.152065 0.830 0.375 0.923 0.059
O -1.532315 1.240442 1.173425 -0.694 0.681 0.349 0.049
O -1.606298 4.786578 -0.393309 0.109 -0.818 -0.012 0.059
O 0.014400 -3.821723 6.043160 -0.012 0.262 -0.415 0.110
O 3.547615 -0.177149 0.489312 -0.043 -0.919 -0.505 0.118
C -1.409593 3.167598 -3.750487 1.106 1.331 -0.999 -0.561
C -0.360584 -3.142360 4.940272 -1.059 0.889 -1.289 -0.516
C 3.156414 -1.245013 -0.245950 -0.846 -0.660 -0.762 -0.451
C -0.728983 1.086483 0.273167 -1.479 1.352 0.235 -0.571
C -2.379563 4.009372 -0.935839 1.861 0.834 0.297 -0.446
N -0.013007 -0.014455 0.251605 1.631 -1.186 -0.854 0.188
N -3.626222 4.432223 -1.176953 -1.558 -0.392 -0.521 0.031
N 4.098893 -3.464019 -1.050559 -0.040 0.792 0.482 0.049
N -2.011571 2.399634 -2.840804 -1.094 -0.558 1.047 0.087
C -1.663257 2.803866 -5.194422 -0.025 -0.021 0.065 0.000
C -4.735981 3.687114 -1.771835 0.516 0.146 0.085 -0.067
C 0.731666 -2.478553 4.118938 0.351 -0.476 0.877 -0.112
C 3.750756 -2.631250 0.126843 0.366 -0.315 -0.311 -0.308
C 1.287988 -3.428992 3.051054 0.138 0.292 0.130 -0.191
C 2.756416 -3.438749 0.979141 0.065 0.651 0.484 -0.158
C 2.438203 -2.740588 2.312112 -0.324 -0.432 -0.398 -0.204
C -0.575979 2.089504 -0.857463 0.049 0.104 0.182 -0.031
C -1.949567 2.583895 -1.382331 0.121 -0.298 -0.203 -0.171
H -0.811533 -4.161503 6.420218 0.025 -0.080 0.065 0.127
H 3.089815 0.596114 0.123899 -0.043 0.043 0.059 0.128
H 0.624801 -0.224432 -0.504215 -0.029 -0.300 0.228 0.067
H -0.203911 -0.661624 0.993733 0.143 -0.252 0.013 0.112
H -3.794535 5.385142 -0.892164 0.136 -0.114 0.012 0.145
H 3.280447 -3.587507 -1.650851 0.389 0.226 0.161 0.081
H 4.861234 -3.041612 -1.582595 -0.443 -0.148 0.042 0.081
H -2.574837 1.641657 -3.185098 -0.049 -0.015 0.059 0.143
H -1.284737 1.801527 -5.384716 -0.105 -0.123 -0.162 0.082
H -2.731526 2.848212 -5.397002 -0.083 -0.143 -0.169 0.077
H -1.141121 3.516953 -5.831839 -0.071 -0.103 0.140 0.086
H -5.658085 4.261187 -1.666722 0.176 -0.057 0.052 0.086
H -4.549852 3.520773 -2.833773 -0.153 -0.093 -0.030 0.070
H -4.865602 2.728886 -1.266042 -0.093 -0.003 -0.067 0.083
H 0.323269 -1.578285 3.650882 -0.132 -0.240 0.137 0.123
H 1.533108 -2.168602 4.794870 0.088 -0.023 -0.086 0.125
H 4.657954 -2.455486 0.715271 -0.052 -0.077 -0.119 0.147
H 1.642904 -4.357749 3.510426 -0.105 0.055 -0.047 0.126
H 0.485143 -3.684789 2.351396 0.072 -0.009 0.056 0.122
H 3.175518 -4.429388 1.184972 0.062 0.178 -0.240 0.126
H 1.833786 -3.580555 0.406679 0.044 0.019 -0.020 0.121
H 2.148426 -1.702854 2.125596 0.066 0.058 0.018 0.100
H 3.330138 -2.724584 2.947392 -0.066 0.097 -0.063 0.127
H -0.019820 1.613692 -1.664312 -0.092 0.148 -0.197 0.118
H 0.027938 2.923652 -0.503289 -0.107 0.184 0.073 0.129
H -2.704975 1.920812 -0.959275 -0.058 -0.092 -0.058 0.140